This record from OMol25 describes a single C24H26N2O5S molecule. The level of theory is wB97M-V/def2-TZVPD.

Summary:
E_HOMO ... -8.2 eV
Total energy ... -1814.0274 Eh
ΔE to the lowest compared entry with this formula, charge and spin ... 0.7122 eV
LUMO ... -0.5 eV
Strongest force on any atom ... 1.6 eV/A
Kohn-Sham gap ... 0.283 hartree
SMILES string ... CCN(CC)CCN1C(=O)C(O)=C(C(=O)c2cc3cccc(OC)c3o2)[C@@H]1c1cccs1

The geometry in XYZ format:
```
58
Properties=species:S:1:pos:R:3:forces:R:3
C 2.180 2.838 -3.031 0.3 0.0 0.0
C 3.481 2.085 -2.761 -0.4 0.1 -0.1
N 3.215 0.751 -2.240 0.1 -0.1 0.2
C 3.377 -0.317 -3.206 0.2 -0.1 -0.1
C 4.824 -0.679 -3.558 -0.3 0.1 0.1
C 3.774 0.479 -0.937 -0.2 0.2 0.1
C 2.958 1.160 0.172 0.3 0.0 -0.1
N 1.554 0.852 0.084 -0.1 0.0 0.0
C 0.576 1.768 0.088 0.1 0.1 0.0
O 0.654 2.984 0.153 -0.1 0.2 0.0
C -0.714 1.029 -0.005 0.0 -0.4 -0.1
O -1.833 1.747 -0.064 0.2 0.1 -0.1
C -0.464 -0.294 -0.061 0.1 0.5 -0.1
C -1.337 -1.458 -0.223 0.1 0.0 0.0
O -0.934 -2.489 -0.737 -0.1 0.3 0.1
C -2.706 -1.341 0.279 -1.0 -1.1 -0.4
C -3.778 -2.149 0.012 0.9 0.5 0.0
C -4.867 -1.636 0.765 -0.1 0.5 0.5
C -6.203 -2.012 0.911 0.1 0.0 0.0
C -6.985 -1.267 1.761 0.0 -0.1 0.0
C -6.467 -0.176 2.455 0.3 0.1 0.0
C -5.142 0.226 2.333 0.0 0.1 0.1
O -4.758 1.304 3.063 -0.4 -0.2 0.0
C -3.418 1.736 2.968 0.4 0.2 0.0
C -4.342 -0.525 1.465 -0.6 -0.6 -0.2
O -3.031 -0.361 1.161 0.3 0.3 0.2
C 1.036 -0.496 -0.041 -0.2 -0.1 -0.1
C 1.467 -1.377 1.089 0.3 -0.3 0.0
C 1.071 -1.311 2.390 0.1 0.1 -0.3
C 1.682 -2.293 3.200 0.1 -0.1 0.1
C 2.532 -3.088 2.501 0.2 0.0 -0.3
S 2.604 -2.656 0.842 -0.4 0.3 0.4
H 1.537 2.252 -3.684 -0.1 -0.1 -0.1
H 2.392 3.790 -3.511 -0.1 0.2 -0.1
H 1.649 3.029 -2.104 -0.1 0.0 0.1
H 4.056 2.025 -3.693 0.1 0.0 0.1
H 4.083 2.651 -2.044 0.1 0.0 0.0
H 2.846 -0.014 -4.112 -0.1 -0.1 0.0
H 2.876 -1.208 -2.812 -0.1 0.0 -0.1
H 5.361 0.187 -3.937 0.1 0.1 -0.1
H 4.833 -1.450 -4.324 0.1 -0.1 -0.1
H 5.350 -1.056 -2.684 0.1 -0.1 0.1
H 4.819 0.818 -0.833 -0.1 -0.1 0.0
H 3.757 -0.600 -0.772 0.1 0.0 0.0
H 3.348 0.841 1.147 0.0 0.1 -0.1
H 3.033 2.247 0.101 0.0 -0.1 0.1
H -1.554 2.684 -0.058 0.1 -0.1 0.0
H -3.777 -2.993 -0.646 0.1 -0.2 -0.2
H -6.594 -2.860 0.371 -0.1 -0.1 0.0
H -8.023 -1.524 1.903 -0.1 0.0 0.0
H -7.098 0.395 3.117 -0.1 0.1 0.1
H -3.354 2.630 3.587 0.0 -0.1 0.0
H -3.150 1.978 1.938 0.0 0.0 0.1
H -2.729 0.978 3.350 0.0 0.1 0.0
H 1.359 -0.939 -0.991 0.0 0.1 0.0
H 0.363 -0.587 2.754 -0.2 0.2 0.0
H 1.492 -2.402 4.252 0.0 -0.1 0.2
H 3.122 -3.908 2.858 0.1 -0.2 0.1
```
Positions in Å, forces in eV/Å.